DFT (ωB97M-V with the def2-TZVPD basis set) results for a molecular structure, C30H39FeN3O.

Values from the calculation:
ΔE to the lowest compared entry with this formula, charge and spin: 0.00 kcal/mol
LUMO (spin up / spin down): 2.24 / 2.36 eV
orbital gap (spin up / spin down): 1.76 / 6.09 eV
HOMO energy (spin up / spin down): 0.5 / -3.7 eV

ORCA input file:
```
! wB97M-V def2-TZVPD RIJCOSX def2/J DEFGRID3
* xyz -1 6
Fe 0.5662 0.0192 0.7866
N 0.6011 -2.4584 3.3700
N 0.4767 -1.7854 -0.2251
C 1.1183 1.8457 0.3178
C 2.2579 1.0072 0.6758
C 2.0156 0.4827 2.0094
C 2.9353 -0.3426 2.8592
H 3.8048 -0.6717 2.2760
H 2.4025 -1.2281 3.2434
H 3.2925 0.2374 3.7261
C 0.7274 0.9727 2.4668
C 0.2248 0.8506 3.8690
H 0.7077 1.6061 4.5120
H 0.4503 -0.1450 4.2738
H -0.8614 1.0126 3.9065
C 0.2005 1.8615 1.4408
C -0.8084 2.9372 1.6860
H -1.5407 2.6339 2.4446
H -1.3350 3.2184 0.7633
H -0.2952 3.8423 2.0585
C 3.4875 0.8096 -0.1578
H 4.2388 1.5855 0.0601
H 3.2505 0.8715 -1.2310
H 3.9412 -0.1715 0.0388
C 1.0153 2.7122 -0.9009
H -0.0335 2.9586 -1.1227
H 1.4353 2.2075 -1.7821
H 1.5681 3.6554 -0.7529
C 0.0418 -3.1945 4.3347
H 0.4465 -3.0522 5.3400
C -0.9817 -4.1177 4.0762
H -1.3875 -4.6924 4.9082
C -1.4349 -4.2793 2.7652
H -2.1969 -5.0216 2.5207
C -0.8787 -3.4858 1.7643
H -1.1893 -3.5469 0.7246
C 0.1604 -2.6083 2.1154
C 0.9269 -1.8029 1.1372
H 2.0097 -2.0123 1.2122
C 0.0086 -0.6058 -0.8323
C 0.7624 -2.7339 -1.1799
H 1.0847 -3.7317 -0.9393
C 0.5605 -2.1564 -2.3817
H 0.6793 -2.5556 -3.3729
N 0.1365 -0.8550 -2.1542
C -0.0803 0.1581 -3.1317
C 0.9200 0.4522 -4.0674
C 0.7105 1.5492 -4.9110
H 1.4799 1.8049 -5.6433
C -0.4472 2.3282 -4.8193
C -0.6738 3.4861 -5.7436
H -1.2160 4.2884 -5.2324
H -1.2753 3.1923 -6.6148
H 0.2757 3.8839 -6.1128
C -1.4291 1.9868 -3.8834
H -2.3499 2.5718 -3.8286
C -1.2585 0.9013 -3.0215
C -2.3092 0.4942 -2.0385
H -2.5539 -0.5767 -2.1195
H -3.2284 1.0683 -2.2227
H -1.9878 0.6671 -0.9954
C 2.2023 -0.3210 -4.1284
H 2.0562 -1.3385 -4.5194
H 2.7069 -0.4013 -3.1522
H 2.8897 0.1973 -4.8106
C -3.2935 -1.1700 3.1633
C -3.3150 -0.7554 1.7122
O -2.5290 0.4322 1.5908
H -2.2562 -1.2501 3.5134
H -3.7984 -2.1278 3.3097
H -3.8047 -0.4259 3.7877
H -2.8714 -1.5392 1.0801
H -4.3487 -0.5639 1.3799
H -2.8071 0.9349 0.8088
*
```